Entry 1:
Molecular formula: C16H24BClF9N5O12P2S2
Method: DFT, ωB97M-V/def2-TZVPD

Calculated values
- Net charge: 0
- Gap between HOMO and LUMO: 4.47 eV
- 2S+1: 1
- Lowest unoccupied orbital energy: -0.0931 Eh
- E_HOMO: -7.0 eV

```
72
Properties=species:S:1:pos:R:3:forces:R:3:mulliken_charge:R:1
C -3.3601 0.8729 3.4796 -1.05 0.02 -0.45 -0.51
O -2.6498 -0.2586 4.0262 0.67 1.54 -0.62 -0.42
C -1.2306 -0.0103 4.1276 1.96 0.10 0.14 -0.70
C -0.3726 -0.8467 3.0571 -0.91 -0.92 0.52 0.55
C -1.1264 -0.8441 1.6527 -0.63 0.08 1.69 -0.25
C -0.4073 -1.5023 0.4103 0.59 0.56 1.03 0.32
B -0.8026 -3.0967 0.2573 -0.23 -1.90 0.37 0.94
N -1.4107 -3.6357 -1.0145 0.60 0.27 1.40 -0.53
O -0.5442 -4.0282 1.2980 -0.02 2.97 -1.27 -0.63
C 1.1643 -1.4517 0.1234 -1.39 0.76 -0.24 -2.16
P 2.4049 -2.4076 1.1544 6.57 -1.46 1.75 1.03
O 3.8673 -1.9671 0.9383 -4.23 -0.37 -0.43 -0.75
O 2.1138 -2.4775 2.7788 -1.39 -0.99 -4.05 -0.58
O 2.3956 -4.0358 0.5788 -1.31 2.44 -0.05 -0.54
C 1.5252 0.0932 -0.3189 1.10 -2.51 -0.96 1.66
N 2.5889 -0.2355 -1.3133 2.40 3.41 0.59 -0.72
C 3.6996 0.3730 -1.1398 1.39 -1.24 1.23 0.45
S 5.2228 0.8348 -0.6866 -4.20 -1.11 -1.72 -0.11
P 1.8730 1.2265 1.1852 1.14 0.45 3.92 0.14
O 3.1204 0.5450 2.1557 -1.43 1.24 -2.34 -0.36
Cl 2.7201 3.1006 0.5849 -0.33 -1.28 -0.28 -0.24
C 0.0557 0.6218 -0.9201 1.69 0.35 2.42 -0.17
O -0.1521 1.7404 -0.0479 0.91 -1.67 -1.06 -0.11
N -1.2504 2.4873 -0.3431 -1.74 2.85 -0.56 0.19
O -1.0982 3.6128 -0.0212 -0.18 -1.79 -0.07 -0.41
S 0.3983 1.2303 -2.6586 5.76 -1.09 -4.33 1.15
O 0.6180 0.0216 -3.5447 -1.93 2.52 3.02 -0.61
O 1.5703 2.1785 -2.7152 -4.13 -2.25 1.31 -0.65
C -0.9775 2.1947 -3.4628 -1.99 3.15 -0.13 0.44
F -0.7328 3.5582 -3.1491 -0.47 -2.81 -0.71 -0.27
F -2.2722 1.9280 -3.0191 2.21 0.07 -0.48 -0.24
C -1.0118 2.0285 -5.0745 1.10 -0.91 0.15 0.75
F -1.6259 0.7675 -5.2834 1.32 2.63 -0.02 -0.25
F 0.2906 2.0672 -5.6168 -2.90 -0.35 1.21 -0.23
C -1.8202 3.1810 -5.8147 -0.90 1.97 -1.05 0.52
F -3.0819 3.4468 -5.2733 2.32 -1.04 -0.51 -0.27
F -1.1368 4.4202 -5.8132 -0.91 -2.87 0.35 -0.27
C -2.0808 2.8774 -7.3846 -1.04 1.61 -1.54 0.57
F -2.8984 1.7809 -7.6020 2.20 1.85 0.44 -0.21
F -2.8132 3.9967 -7.8445 1.46 -2.29 0.94 -0.25
F -0.9081 2.8736 -8.1322 -2.49 -0.71 1.76 -0.21
N -0.8480 -0.5855 -0.7538 0.25 -0.98 -2.59 0.54
C -2.3070 -0.4830 -1.0602 -3.14 -0.20 -0.97 -0.60
N -2.5356 -0.9882 -2.4651 0.30 0.68 1.27 -0.45
H -3.8978 1.4805 4.2800 0.85 -0.76 -0.82 0.29
H -4.1722 0.4696 2.7814 1.03 0.47 0.89 0.20
H -2.7100 1.5799 2.8686 -0.60 -0.90 0.83 0.17
H -0.8289 -0.2990 5.1576 -0.70 0.32 -1.41 0.42
H -0.9495 1.0938 3.9850 -0.72 -1.39 0.19 0.29
H 0.7011 -0.4870 3.0517 -1.34 -0.35 0.12 -0.55
H -0.3600 -1.9242 3.4507 0.21 1.46 -0.58 0.22
H -1.5106 0.2306 1.5037 0.90 -1.49 -0.33 -0.29
H -2.0962 -1.4421 1.8278 1.36 0.87 -0.25 0.36
H -0.7731 -4.3656 -1.3796 -0.70 0.34 0.26 0.23
H -2.2758 -4.1115 -0.6982 0.63 0.08 -0.60 0.23
H -0.0595 -3.5964 2.0393 -0.34 -0.55 -0.19 0.33
H 1.3056 -1.9834 -0.8974 -0.18 0.64 1.51 0.36
H 2.8248 -3.0221 3.2219 -0.12 1.31 0.26 0.43
H 2.6256 -4.0270 -0.3801 0.10 0.03 1.01 0.35
H 3.7398 1.2503 2.4400 -0.29 -0.53 -0.18 0.32
H -0.5229 -1.1529 -1.5801 -0.34 0.12 0.32 0.93
H -2.7644 0.5472 -0.9569 1.30 -0.89 0.34 0.24
H -2.9673 -1.1666 -0.4173 1.62 0.90 -0.47 0.37
H -1.8834 -0.5523 -3.1266 -0.68 -0.05 0.09 0.14
H -3.5152 -0.7547 -2.6884 0.87 -0.14 -0.23 0.35
C 4.1139 -0.0979 6.1149 0.11 0.35 0.29 -1.07
C 3.1346 -0.8666 5.2319 -0.14 0.12 0.13 0.74
O 1.9336 -0.5013 5.3025 -0.04 -0.34 -0.47 -0.68
O 3.6503 -1.7774 4.5343 0.05 -0.21 0.37 -0.76
H 3.6041 0.6763 6.6921 -0.01 -0.07 -0.06 0.30
H 4.6022 -0.7838 6.8111 0.09 0.02 -0.14 0.29
H 4.8778 0.3786 5.4948 0.08 -0.14 0.05 0.25
```
Positions in Å, forces in eV/Å.



Entry 2:
Molecular formula: C19H17Cl2N3O2S
Method: DFT, ωB97M-V/def2-TZVPD

Calculated values
- Structure (SMILES): Cc1nc(S[C@@H]2CC(=O)N(c3cc(Cl)cc(Cl)c3)C2=O)nc2c1CCCC2
- Net charge: 0
- Gap between HOMO and LUMO: 9.39 eV
- 2S+1: 1
- Lowest unoccupied orbital energy: 0.0205 Eh
- E_HOMO: -8.8 eV

```
44
Properties=species:S:1:pos:R:3:forces:R:3:mulliken_charge:R:1
C 3.9361 -2.8972 -0.6680 0.00 0.01 0.00 -1.32
C 2.5953 -2.2440 -0.6697 -0.17 0.29 0.01 0.98
N 1.5575 -3.0374 -0.8952 -0.02 -0.53 -0.05 -0.64
C 0.3629 -2.4797 -0.8933 -0.04 0.43 -0.02 -0.09
S -0.9881 -3.5507 -1.1901 -0.49 -0.19 0.05 -0.29
C -2.3594 -2.3571 -0.9975 0.71 -0.50 -0.19 0.15
C -2.5116 -1.3463 -2.1196 -0.04 0.04 -0.17 -0.68
C -2.6558 -0.0089 -1.4278 0.07 -0.34 -0.22 0.35
O -2.8512 1.0520 -1.9524 -0.01 0.24 -0.15 -0.61
N -2.4961 -0.2104 -0.0621 -0.35 0.22 0.30 0.32
C -2.5318 0.8348 0.8865 -0.02 0.35 0.32 0.29
C -1.6729 0.8143 1.9808 -0.01 -0.01 0.05 -0.50
C -1.7164 1.8580 2.8902 -0.29 0.01 -0.39 0.26
Cl -0.6404 1.8409 4.2361 0.18 0.00 0.22 -0.22
C -2.5928 2.9200 2.7366 0.01 -0.04 -0.03 -0.68
C -3.4454 2.9132 1.6439 0.30 -0.38 0.05 0.16
Cl -4.5543 4.2131 1.4360 -0.19 0.23 -0.04 -0.22
C -3.4304 1.8828 0.7180 -0.02 0.04 0.03 -0.72
C -2.1816 -1.5293 0.2626 -0.43 -0.22 0.10 0.07
O -1.9248 -1.9389 1.3585 -0.04 -0.05 0.07 -0.59
N 0.0939 -1.1991 -0.7173 0.11 -0.05 -0.19 0.11
C 1.1268 -0.3813 -0.5161 0.38 -0.16 0.01 0.21
C 2.4319 -0.8672 -0.4597 -0.23 -0.15 -0.04 0.21
C 3.6086 0.0339 -0.2322 0.06 0.11 0.11 -1.08
C 3.1911 1.4234 0.2414 0.09 0.01 -0.25 -0.99
C 2.0415 1.9404 -0.6153 -0.08 0.02 0.27 -1.12
C 0.8100 1.0751 -0.3755 0.16 0.21 -0.08 0.30
H 4.3987 -2.8054 0.3137 0.11 0.01 0.05 0.33
H 4.5915 -2.4219 -1.3959 0.13 0.03 -0.02 0.33
H 3.8197 -3.9487 -0.9115 0.03 -0.02 -0.01 0.38
H -3.2398 -2.9927 -0.8767 0.02 0.11 0.07 0.49
H -1.6241 -1.3076 -2.7533 -0.08 0.05 0.05 0.28
H -3.3706 -1.5331 -2.7639 -0.01 0.06 0.05 0.40
H -0.9984 -0.0112 2.1333 0.05 -0.01 0.01 0.65
H -2.6137 3.7280 3.4493 -0.01 0.07 0.06 0.45
H -4.0982 1.9064 -0.1263 -0.03 0.02 -0.03 0.48
H 4.1636 0.1190 -1.1731 0.10 0.02 0.05 0.35
H 4.2822 -0.4230 0.4968 0.06 0.00 -0.07 0.43
H 2.8681 1.3762 1.2837 0.02 0.03 0.07 0.35
H 4.0458 2.0994 0.1854 0.00 -0.01 0.08 0.41
H 2.3242 1.9018 -1.6696 0.01 0.05 -0.06 0.39
H 1.8122 2.9769 -0.3652 0.01 0.02 -0.08 0.41
H 0.4348 1.2493 0.6373 -0.01 0.03 -0.04 -0.07
H 0.0013 1.3323 -1.0628 -0.04 -0.05 0.04 0.27
```
Positions in Å, forces in eV/Å.



Entry 3:
Molecular formula: C6H12O3
Method: DFT, ωB97M-V/def2-TZVPD

Calculated values
- ΔE to the lowest compared entry with this formula, charge and spin: 271.79 kJ/mol
- Structure (SMILES): CCC(C)=O.COC=O
- Net charge: 0
- Gap between HOMO and LUMO: 9.14 eV
- 2S+1: 1
- Lowest unoccupied orbital energy: 0.0269 Eh
- E_HOMO: -8.4 eV

```
21
Properties=species:S:1:pos:R:3:forces:R:3:mulliken_charge:R:1
C -0.4918 1.6226 0.7616 -1.35 -1.76 -0.34 -0.59
C 0.9633 1.5303 0.5088 0.76 -2.33 -2.04 -0.56
C 1.2354 0.5427 -0.8744 0.45 4.15 0.85 0.96
C 2.7095 0.2512 -1.0166 -0.30 -0.92 -0.05 -1.44
O 0.5065 0.7462 -1.8250 -0.28 -0.51 -0.10 -0.66
H -0.9462 0.5514 0.6235 0.49 2.02 0.59 -0.07
H -1.0096 2.1965 -0.0044 0.01 0.27 0.19 0.27
H -0.7457 1.9265 1.7754 -0.12 0.19 -0.09 0.37
H 1.5116 1.0578 1.3184 0.10 0.23 0.21 0.30
H 1.4172 2.4696 0.1970 0.06 0.03 0.16 0.42
H 2.8928 -0.2649 -1.9570 0.02 -0.06 -0.03 0.36
H 3.0344 -0.3711 -0.1876 0.22 0.02 0.06 0.34
H 3.2706 1.1841 -1.0220 -0.14 0.11 0.10 0.36
C -2.7005 -2.0494 0.5689 -0.48 0.18 -0.11 -0.64
O -1.2980 -1.9262 0.7616 0.41 0.68 -0.02 -0.31
C -0.6364 -1.1508 -0.1009 2.63 -2.66 -0.97 0.11
O 0.6057 -1.1112 -0.0509 -2.39 -0.38 1.10 -0.48
H -3.2165 -1.1899 1.0040 0.03 -0.09 0.01 0.28
H -2.9498 -2.1141 -0.4933 0.04 -0.04 0.06 0.33
H -3.0149 -2.9607 1.0733 0.08 0.08 -0.04 0.23
H -1.1374 -0.9406 -1.0604 -0.25 0.79 0.46 0.41
```
Positions in Å, forces in eV/Å.



Entry 4:
Molecular formula: C16H45N3O5
Method: DFT, ωB97M-V/def2-TZVPD

Calculated values
- <S²>: 0.750
- Net charge: -1
- Gap between HOMO and LUMO (alpha / beta): 1.96 / 9.83 eV
- 2S+1: 2
- Lowest unoccupied orbital energy (alpha / beta): 0.1043 / 0.1027 Eh
- E_HOMO (alpha / beta): 0.9 / -7.0 eV

```
69
Properties=species:S:1:pos:R:3:forces:R:3:mulliken_spin:R:1
C -1.2296 2.0737 -0.8680 0.46 0.85 0.15 1.00
C -0.6109 1.0258 -1.7386 0.71 0.25 1.10 -0.96
O -1.4772 -0.0682 -1.7172 -0.91 -1.14 -1.43 -0.44
H -1.6370 1.6391 0.0448 -0.23 0.07 -0.11 0.02
H -1.9759 2.5614 -1.4952 -0.43 0.11 0.48 0.08
H -0.5041 2.8221 -0.5493 0.13 0.21 -0.06 0.09
H 0.3413 0.6542 -1.3601 0.45 0.46 0.00 0.33
H -0.4499 1.4846 -2.7142 -0.18 -0.72 -0.37 0.04
H -1.3835 -0.4744 -0.8525 -0.01 -0.07 0.22 0.23
C 3.9779 1.2233 -1.1237 -0.98 -0.30 0.57 0.43
C 4.5945 -0.1349 -0.9345 0.77 1.05 -0.70 0.35
O 5.9759 0.0236 -1.2752 0.69 -0.79 0.06 -0.21
H 3.9157 1.5240 -2.1695 -0.28 -0.11 0.07 0.01
H 4.4491 2.0360 -0.5709 0.34 -0.27 0.11 -0.23
H 3.0231 1.0501 -0.6272 -0.78 0.79 -0.56 -0.03
H 4.1851 -0.8476 -1.6505 -0.14 -0.05 0.10 0.11
H 4.3466 -0.4778 0.0700 0.63 -0.24 0.13 -0.20
H 6.5671 -0.0069 -0.5194 -0.27 -0.06 0.19 0.07
C -3.8141 6.6000 3.6203 0.53 -1.21 -0.20 0.00
C -2.7214 5.4714 3.5662 -0.92 0.34 -1.91 -0.10
C -2.1115 5.3094 2.1122 -1.48 -0.24 -0.02 0.40
O -3.1730 5.0797 1.1672 -0.21 0.58 0.74 -0.43
C -2.9857 5.6086 -0.1469 0.23 -0.58 1.45 -0.05
N -1.6470 5.6063 4.5121 0.69 0.26 0.28 0.02
H -4.2625 6.6345 4.6132 0.49 0.48 0.23 -0.04
H -4.6678 6.3342 2.9969 0.26 -0.21 -0.37 0.03
H -3.4315 7.5445 3.2335 0.04 0.18 0.43 0.00
H -3.2386 4.5448 3.8153 -0.01 -0.13 -0.15 0.03
H -1.4298 4.4608 2.0555 0.10 -0.27 0.30 0.14
H -1.5094 6.1721 1.8269 -0.12 0.47 0.08 0.07
H -2.2527 4.9297 -0.5827 -0.06 0.45 -0.90 0.21
H -2.6431 6.6407 -0.0736 0.31 0.10 -0.24 -0.01
H -3.9685 5.6170 -0.6183 0.19 -0.31 -0.23 -0.08
H -0.9921 4.8827 4.2519 0.15 -0.77 0.43 -0.11
H -1.0703 6.3961 4.2594 -0.17 0.81 0.09 -0.03
C 1.9978 -4.7985 3.9405 0.37 1.20 0.14 0.13
C 0.5643 -4.2727 4.1115 0.48 -0.92 -3.74 0.17
C -0.3170 -4.6074 2.8111 0.52 2.38 0.34 0.05
O -0.0049 -3.6839 1.7570 0.73 -0.16 1.38 -0.27
C -0.6753 -3.9257 0.5676 0.29 -0.56 -0.46 0.25
N -0.0411 -4.8920 5.1986 -0.85 -1.04 2.57 -0.04
H 2.5641 -4.3773 4.7711 0.32 -0.02 0.14 -0.02
H 2.4861 -4.4344 3.0365 -0.10 -0.15 -0.15 -0.07
H 2.0998 -5.8797 4.0337 -0.36 -0.10 -0.27 0.03
H 0.5600 -3.2131 4.3671 0.01 0.19 -0.87 -0.02
H -1.3418 -4.3899 3.1119 -0.33 -0.43 0.04 0.01
H -0.2221 -5.6119 2.3987 0.20 -0.40 0.50 0.02
H -0.3283 -4.8300 0.0676 0.38 -0.49 0.00 0.03
H -0.3921 -3.1365 -0.1288 -0.64 0.14 0.15 -0.02
H -1.7328 -4.1268 0.7388 -0.42 0.67 -0.15 -0.01
H 0.5176 -4.5750 5.9780 -0.31 0.15 0.76 -0.01
H 0.1878 -5.8757 5.2074 -0.29 -0.48 -0.27 -0.01
C -0.8996 -3.9690 -4.2761 -1.16 -0.83 -0.41 0.06
C 0.3489 -3.2511 -3.7884 -0.49 0.59 -1.14 -0.13
C 0.6141 -2.1140 -4.8111 0.95 0.79 0.14 0.05
O 1.7360 -1.3496 -4.3426 0.71 -0.21 1.10 -0.22
C 2.0375 -0.0532 -4.8617 -0.67 -1.25 -1.22 0.34
N 0.1412 -2.6669 -2.4693 -0.31 -0.38 -0.53 -0.12
H -0.8422 -4.4008 -5.2753 0.66 -0.09 -0.13 0.00
H -1.8118 -3.3815 -4.3795 0.23 0.93 0.25 -0.02
H -1.2869 -4.7806 -3.6602 0.64 -0.19 0.45 0.02
H 1.1750 -3.9621 -3.7731 0.23 0.14 -0.09 -0.01
H -0.2332 -1.4334 -4.8947 -0.47 -0.10 0.24 0.03
H 0.8015 -2.4851 -5.8186 0.21 -0.27 -0.20 0.01
H 1.2196 0.6469 -4.6918 -0.02 0.12 -0.03 -0.10
H 2.2086 -0.2290 -5.9237 -0.28 0.56 -0.50 0.00
H 2.9879 0.3668 -4.5323 -0.17 -0.47 0.81 0.02
H 0.5473 -1.7455 -2.5481 0.24 0.28 0.55 0.04
H -0.8552 -2.5021 -2.4794 -0.28 0.40 0.61 0.09
```
Positions in Å, forces in eV/Å.



| no. | F_max (Eh/bohr) | calculated total energy (hartree) |
| --- | --- | --- |
| 1 | 0.142 | -4663.38371 |
| 2 | 0.017 | -2367.64115 |
| 3 | 0.083 | -461.46242 |
| 4 | 0.075 | -1176.87930 |